This record from OMol25 describes a molecular structure, C43H34N8Ti at a distorted geometry. The level of theory is wB97M-V/def2-TZVPD.

```
86
Properties=species:S:1:pos:R:3:mulliken_charge:R:1
Ti 0.285 -0.358 0.136 -2.28
C -2.410 1.143 0.152 -1.26
N -1.259 0.970 -0.731 0.56
C -1.574 0.463 -2.060 -1.35
C -1.856 -1.004 -1.936 0.46
N -1.818 -1.625 -0.782 0.57
C -2.245 -2.917 -1.038 -0.11
C -2.484 -3.990 -0.183 -0.44
C -2.928 -5.169 -0.745 -0.82
C -3.149 -5.297 -2.118 -0.52
C -2.952 -4.236 -2.979 -1.15
C -2.510 -3.048 -2.419 0.69
N -2.261 -1.803 -2.958 -0.08
C -2.013 0.737 1.535 -0.45
N -1.003 -0.063 1.773 1.02
C -0.920 -0.194 3.144 0.21
C -0.005 -0.876 3.945 -0.19
C -0.177 -0.798 5.311 -1.11
C -1.229 -0.075 5.878 -0.61
C -2.134 0.622 5.103 -1.22
C -1.964 0.555 3.729 0.60
N -2.635 1.135 2.671 0.20
H -2.782 2.180 0.159 0.58
H -3.228 0.489 -0.180 0.54
H -0.739 1.845 -0.790 -0.11
H -2.447 0.969 -2.511 0.65
H -0.714 0.631 -2.724 0.41
H -2.334 -3.904 0.880 0.57
H -3.117 -6.020 -0.110 0.44
H -3.495 -6.242 -2.510 0.42
H -3.141 -4.325 -4.037 0.45
H -2.321 -1.561 -3.934 0.26
H 0.826 -1.417 3.516 0.51
H 0.519 -1.307 5.962 0.46
H -1.328 -0.055 6.952 0.44
H -2.932 1.196 5.548 0.52
H -3.428 1.755 2.734 0.31
C 0.530 -5.751 0.817 -0.70
C 0.928 -5.589 -0.501 -0.64
C 1.054 -4.329 -1.044 -0.71
C 0.761 -3.201 -0.269 -0.04
C 0.334 -3.370 1.056 -0.11
C 0.237 -4.639 1.592 -0.83
N 0.929 -1.917 -0.741 2.19
N 1.570 -1.774 -1.875 -1.25
C 1.902 -0.487 -2.146 -0.02
C 2.741 -0.213 -3.244 -0.69
C 3.159 1.078 -3.466 -0.83
C 2.756 2.103 -2.615 -0.96
C 1.920 1.834 -1.537 -0.40
C 1.458 0.550 -1.274 1.85
H 0.449 -6.741 1.240 0.44
H 1.152 -6.455 -1.105 0.45
H 1.386 -4.178 -2.060 0.48
H 0.094 -2.487 1.648 0.67
H -0.069 -4.764 2.621 0.48
H 3.070 -1.032 -3.863 0.54
H 3.822 1.297 -4.288 0.41
H 3.104 3.111 -2.789 0.51
H 1.654 2.648 -0.870 0.39
C 4.047 -0.979 2.228 -1.09
C 4.188 0.146 3.024 -1.09
C 3.202 1.110 3.008 -0.63
C 2.068 0.965 2.201 0.53
C 1.918 -0.154 1.357 1.50
C 2.938 -1.112 1.406 -0.69
C 1.046 2.017 2.312 0.94
C 0.786 2.554 3.605 -0.89
C -0.137 3.543 3.756 -1.83
C -0.758 4.078 2.607 1.06
C -1.662 5.153 2.680 -0.82
C -2.194 5.692 1.540 -0.84
C -1.814 5.181 0.290 -0.60
C -0.961 4.113 0.191 -0.80
C -0.422 3.505 1.348 0.62
N 0.409 2.436 1.234 0.54
H 4.807 -1.747 2.237 0.49
H 5.059 0.273 3.648 0.43
H 3.329 2.005 3.601 0.63
H 2.881 -2.004 0.786 0.41
H 1.296 2.138 4.458 0.65
H -0.388 3.943 4.729 0.42
H -1.899 5.555 3.656 0.47
H -2.882 6.522 1.595 0.43
H -2.188 5.656 -0.605 0.46
H -0.646 3.777 -0.787 0.30
```

Summary:
energy relative to the best compared isomer or geometry (same formula, charge and spin) = 1.2257 eV
multiplicity = 2
total charge = +1
LUMO (spin up / spin down) = -2.8 / -3.1 eV
HOMO level (spin up / spin down) = -9.17 / -10.28 eV
electronic energy = -2946.4056 Eh



This record from OMol25 describes a molecular structure, C43H34O3P3S3Y at a distorted geometry. The level of theory is wB97M-V/def2-TZVPD.

```
87
Properties=species:S:1:pos:R:3:mulliken_charge:R:1
Y 0.126 0.118 -0.154 0.16
S 0.701 2.785 0.608 -0.54
P -1.277 2.725 0.199 1.77
C -1.556 1.507 -0.967 -1.52
P -2.843 0.430 -0.707 2.70
S -2.311 -1.178 0.439 -0.69
C -3.357 -0.239 -2.328 0.31
C -2.592 -0.017 -3.468 -0.44
C -2.972 -0.573 -4.689 -0.76
C -4.126 -1.338 -4.776 -0.43
C -4.906 -1.551 -3.643 -0.65
C -4.521 -1.005 -2.427 -0.54
C -4.403 1.122 -0.056 0.23
C -4.977 2.186 -0.761 -0.46
C -6.131 2.801 -0.295 -0.80
C -6.720 2.357 0.884 -0.48
C -6.156 1.304 1.591 -0.66
C -4.996 0.687 1.124 -0.36
C -1.823 4.366 -0.387 0.44
C -2.368 4.501 -1.658 -0.27
C -2.739 5.758 -2.134 -0.75
C -2.562 6.881 -1.340 -0.48
C -2.003 6.753 -0.071 -0.66
C -1.629 5.503 0.400 -0.35
C -2.141 2.501 1.799 0.50
C -3.280 3.222 2.154 -0.31
C -3.924 2.974 3.364 -0.86
C -3.445 1.995 4.223 -0.54
C -2.321 1.255 3.874 -0.91
C -1.678 1.511 2.675 -0.34
H -1.716 0.610 -3.396 0.30
H -2.369 -0.397 -5.573 0.43
H -4.426 -1.762 -5.728 0.40
H -5.812 -2.144 -3.708 0.40
H -5.124 -1.182 -1.541 0.35
H -4.510 2.536 -1.675 0.33
H -6.567 3.627 -0.847 0.45
H -7.618 2.838 1.253 0.39
H -6.610 0.966 2.517 0.43
H -4.536 -0.117 1.688 0.39
H -2.475 3.612 -2.271 0.41
H -3.157 5.859 -3.130 0.42
H -2.849 7.859 -1.709 0.37
H -1.851 7.632 0.545 0.39
H -1.174 5.407 1.381 0.41
H -3.682 3.967 1.479 0.43
H -4.808 3.545 3.629 0.40
H -3.949 1.802 5.163 0.39
H -1.950 0.473 4.531 0.47
H -0.803 0.929 2.428 0.52
O 3.999 0.393 -0.074 -0.67
S 2.861 -0.454 0.034 1.78
O 2.021 -0.535 -1.202 -0.78
O 1.909 -0.124 1.134 -0.59
C 3.387 -2.081 0.436 0.28
C 4.753 -2.312 0.543 -0.59
C 5.187 -3.549 0.987 -0.63
C 4.262 -4.523 1.335 -0.75
C 2.899 -4.277 1.223 -0.39
C 2.430 -3.053 0.764 -0.25
P 0.622 -2.712 0.526 1.12
C -0.032 -3.016 2.207 0.54
C 0.629 -2.439 3.296 -0.85
C 0.077 -2.499 4.570 -0.73
C -1.144 -3.133 4.771 -0.60
C -1.811 -3.699 3.692 -0.86
C -1.262 -3.634 2.416 -0.08
C 0.122 -4.138 -0.493 0.76
C -0.114 -5.425 -0.011 -0.06
C -0.419 -6.458 -0.887 -0.90
C -0.488 -6.218 -2.254 -0.52
C -0.256 -4.941 -2.745 -0.67
C 0.042 -3.906 -1.867 -0.77
H 5.449 -1.521 0.292 0.57
H 6.248 -3.750 1.074 0.39
H 4.604 -5.486 1.698 0.42
H 2.194 -5.053 1.495 0.33
H 1.577 -1.937 3.150 0.39
H 0.602 -2.048 5.405 0.45
H -1.576 -3.181 5.764 0.41
H -2.769 -4.186 3.839 0.43
H -1.812 -4.045 1.578 0.52
H -0.069 -5.626 1.054 0.39
H -0.607 -7.453 -0.500 0.41
H -0.727 -7.028 -2.935 0.39
H -0.317 -4.746 -3.810 0.44
H 0.213 -2.908 -2.253 0.25
```

Summary:
total charge = 0
LUMO = 0.2 eV
HOMO level = -7.65 eV
electronic energy = -4141.8591 Eh



This record from OMol25 describes a molecular structure, C43H35As2F10N3Ti at a distorted geometry. The level of theory is wB97M-V/def2-TZVPD.

```
94
Properties=species:S:1:pos:R:3:mulliken_charge:R:1
Ti -0.157 -0.825 -0.254 0.33
C 2.863 -0.922 0.133 -1.07
N 1.877 0.133 -0.199 -0.27
C 2.195 0.734 -1.496 -1.36
C 1.792 -0.240 -2.563 -1.27
N 0.457 -0.758 -2.227 2.40
C -0.261 -1.170 -3.342 -1.11
C -1.607 -1.472 -3.172 0.01
F -2.035 -1.405 -1.882 0.49
C -2.499 -1.851 -4.143 -0.46
F -3.753 -2.123 -3.810 -0.39
C -2.048 -1.941 -5.448 0.53
F -2.867 -2.258 -6.428 -0.31
C -0.704 -1.702 -5.691 0.40
F -0.237 -1.818 -6.919 -0.30
C 0.172 -1.358 -4.671 0.34
F 1.457 -1.275 -5.028 -0.35
C 1.843 1.159 0.847 -1.00
C 1.207 0.520 2.054 -1.06
N 0.257 -0.508 1.590 1.85
C -0.297 -1.053 2.788 0.04
C 0.341 -2.054 3.510 -0.62
F 1.483 -2.557 3.033 -0.43
C -0.185 -2.544 4.694 0.37
F 0.415 -3.542 5.320 -0.30
C -1.337 -1.981 5.223 0.54
F -1.840 -2.442 6.347 -0.28
C -1.941 -0.906 4.582 0.31
F -3.018 -0.330 5.089 -0.29
C -1.396 -0.455 3.401 -0.37
F -1.917 0.617 2.791 -0.07
H 3.876 -0.514 0.100 0.32
H 2.793 -1.744 -0.580 0.25
H 2.679 -1.317 1.128 0.25
H 3.256 0.986 -1.577 0.40
H 1.619 1.654 -1.603 0.38
H 2.513 -1.056 -2.654 0.55
H 1.788 0.292 -3.510 0.66
H 1.238 1.998 0.497 0.50
H 2.845 1.532 1.074 0.38
H 0.684 1.275 2.645 0.41
H 1.956 0.064 2.708 0.58
C -3.722 0.183 0.231 -1.51
C -3.897 -1.318 -0.018 -1.68
As -2.567 -2.546 0.873 1.06
C -0.794 -3.157 -0.046 -0.13
C -0.424 -3.525 -1.357 0.58
C 0.686 -4.323 -1.600 -1.32
C 1.447 -4.816 -0.552 -1.01
C 1.053 -4.555 0.756 -0.66
C -0.047 -3.756 0.992 -1.02
C -3.650 -4.117 0.414 0.73
C -4.590 -4.519 1.359 -0.57
C -5.512 -5.504 1.041 -0.78
C -5.501 -6.084 -0.220 -0.55
C -4.547 -5.703 -1.152 -1.06
C -3.620 -4.721 -0.836 -0.10
As -2.047 1.031 -0.372 2.13
C -2.365 2.866 0.298 1.16
C -2.957 3.085 1.537 -0.37
C -3.365 4.362 1.890 -0.90
C -3.180 5.427 1.021 -0.59
C -2.556 5.215 -0.199 -0.80
C -2.143 3.942 -0.559 -0.54
C -2.426 1.410 -2.254 0.42
C -3.685 1.251 -2.819 -0.73
C -3.900 1.582 -4.150 -0.82
C -2.864 2.080 -4.925 -0.84
C -1.603 2.247 -4.367 -1.05
C -1.387 1.905 -3.042 0.06
H -3.807 0.382 1.295 0.45
H -4.522 0.755 -0.242 0.92
H -4.090 -1.570 -1.058 0.32
H -4.783 -1.639 0.538 0.89
H -1.031 -3.296 -2.215 0.87
H 0.922 -4.597 -2.620 0.58
H 2.304 -5.448 -0.751 0.45
H 1.582 -4.998 1.589 0.54
H -0.411 -3.656 2.006 0.75
H -4.604 -4.063 2.343 0.44
H -6.239 -5.824 1.775 0.43
H -6.236 -6.836 -0.475 0.42
H -4.526 -6.170 -2.128 0.45
H -2.876 -4.437 -1.570 0.30
H -3.112 2.279 2.240 0.34
H -3.834 4.522 2.852 0.45
H -3.523 6.416 1.293 0.42
H -2.396 6.038 -0.882 0.45
H -1.661 3.801 -1.514 0.37
H -4.518 0.880 -2.236 0.28
H -4.886 1.447 -4.577 0.48
H -3.041 2.345 -5.959 0.45
H -0.798 2.659 -4.962 0.47
H -0.404 2.037 -2.600 0.40
```

Summary:
total charge = +2
LUMO = -7.4 eV
HOMO level = -13.79 eV
electronic energy = -8142.8943 Eh



This record from OMol25 describes a molecular structure, C43H35AsF5IMoN3O2S2 at a distorted geometry. The level of theory is wB97M-V/def2-TZVPD.

```
93
Properties=species:S:1:pos:R:3:mulliken_charge:R:1
Mo 0.464 -0.072 -0.055 -0.02
C 1.576 -1.681 8.393 -1.48
C 1.020 -1.100 7.119 0.97
C 0.725 -1.915 6.028 -1.05
C 0.255 -1.377 4.841 -0.24
C 0.079 -0.003 4.747 -0.45
C 0.341 0.833 5.828 -0.41
C 0.800 0.274 7.008 -0.72
S -0.367 0.734 3.215 1.67
O -1.709 0.356 2.865 -0.80
O -0.039 2.132 3.324 -0.77
N 0.608 0.004 2.096 1.14
C 1.949 0.367 2.068 -0.02
C 2.860 0.540 3.115 -0.78
C 4.171 0.802 2.795 -0.58
C 4.581 0.875 1.457 -1.10
C 3.643 0.702 0.480 -0.43
N 2.348 0.492 0.781 0.86
H 1.831 -2.733 8.271 0.35
H 0.854 -1.598 9.208 0.33
H 2.474 -1.142 8.700 0.35
H 0.869 -2.987 6.106 0.36
H 0.031 -2.014 3.997 0.46
H 0.196 1.901 5.731 0.51
H 1.002 0.916 7.859 0.41
H 2.535 0.439 4.140 0.36
H 4.899 0.928 3.588 0.47
H 5.613 1.062 1.195 0.50
H 3.903 0.713 -0.571 0.42
C -0.683 6.309 0.758 -1.68
C -0.438 4.849 0.523 1.05
C -1.426 3.901 0.753 -1.34
C -1.161 2.566 0.566 -0.78
N 0.029 2.102 0.136 2.35
C 0.985 3.022 -0.083 -0.56
C 0.796 4.370 0.097 -1.05
H -1.687 6.594 0.442 0.43
H 0.044 6.929 0.235 0.40
H -0.603 6.524 1.827 0.32
H -2.407 4.195 1.108 0.50
H -1.919 1.837 0.792 0.41
H 1.939 2.660 -0.432 0.28
H 1.613 5.051 -0.103 0.45
C -1.495 -1.655 -6.151 -0.58
C -0.665 -0.560 -6.377 -0.78
C -0.017 0.052 -5.317 -0.70
C -0.207 -0.431 -4.026 0.08
C -1.015 -1.535 -3.801 0.26
C -1.663 -2.147 -4.867 -0.83
As 0.774 0.423 -2.588 2.58
C 0.479 2.281 -3.123 0.33
C -0.863 2.642 -3.235 -0.46
C -1.222 3.947 -3.533 -0.79
C -0.242 4.911 -3.737 -0.65
C 1.095 4.556 -3.648 -0.88
C 1.454 3.250 -3.331 -0.13
C 2.572 -0.117 -3.146 0.72
C 2.686 -1.445 -3.560 -0.58
C 3.916 -1.961 -3.935 -0.76
C 5.050 -1.162 -3.897 -0.65
C 4.950 0.153 -3.475 -0.78
C 3.718 0.672 -3.091 -0.42
H -2.007 -2.125 -6.981 0.41
H -0.519 -0.185 -7.382 0.43
H 0.633 0.898 -5.494 0.39
H -1.141 -1.929 -2.800 0.22
H -2.295 -3.010 -4.690 0.47
H -1.636 1.897 -3.104 0.16
H -2.271 4.210 -3.614 0.47
H -0.520 5.931 -3.973 0.42
H 1.870 5.293 -3.825 0.48
H 2.501 3.011 -3.271 0.27
H 1.814 -2.080 -3.598 0.42
H 3.985 -2.994 -4.252 0.47
H 6.010 -1.565 -4.194 0.40
H 5.829 0.786 -3.440 0.43
H 3.681 1.688 -2.739 0.27
F -1.656 -7.063 0.191 -0.29
C -0.948 -5.952 0.061 0.77
C -0.150 -5.760 -1.048 0.00
F -0.098 -6.693 -1.995 -0.29
C 0.582 -4.597 -1.174 0.24
F 1.328 -4.450 -2.272 -0.30
C 0.560 -3.594 -0.210 0.82
S 1.648 -2.212 -0.403 -0.33
C -0.270 -3.813 0.880 -0.38
F -0.380 -2.886 1.833 -0.09
C -1.009 -4.970 1.030 -0.43
F -1.775 -5.139 2.105 -0.29
I -3.094 0.047 -1.199 0.11
C -1.523 -0.526 0.075 -0.97
H -1.964 -1.021 0.933 0.66
H -0.855 -1.277 -0.527 -0.01
```

Summary:
energy relative to the best compared isomer or geometry (same formula, charge and spin) = 1.3927 eV
multiplicity = 3
total charge = +1
LUMO (spin up / spin down) = -4.0 / -4.0 eV
HOMO level (spin up / spin down) = -10.44 / -10.94 eV
electronic energy = -5871.4736 Eh



This record from OMol25 describes a molecular structure, C43H35GeN2O3RhS3 at a distorted geometry. The level of theory is wB97M-V/def2-TZVPD.

```
88
Properties=species:S:1:pos:R:3:mulliken_charge:R:1
Rh 0.904 1.059 0.947 0.63
S 0.815 0.915 3.232 -0.29
C 2.481 0.910 3.797 0.50
C 2.727 0.858 5.179 -0.66
C 4.014 0.846 5.708 -0.48
C 5.100 0.887 4.839 -0.46
C 4.872 0.940 3.467 -0.63
C 3.577 0.954 2.910 0.11
S 3.391 1.012 1.162 -0.29
H 1.864 0.823 5.841 0.32
H 4.164 0.807 6.784 0.30
H 6.117 0.876 5.227 0.30
H 5.711 0.974 2.776 0.34
O 0.812 1.367 -1.135 -0.36
N 0.821 2.535 -1.545 -0.62
N 0.914 3.429 -0.641 1.48
O 0.992 3.233 0.636 -0.89
C 0.926 4.793 -1.106 0.02
C 0.910 5.794 -0.158 -0.51
C 0.927 7.127 -0.564 -0.46
C 0.965 7.460 -1.907 -0.43
C 0.989 6.441 -2.850 -0.47
C 0.969 5.109 -2.457 -0.33
H 0.894 5.502 0.881 0.40
H 0.916 7.909 0.184 0.33
H 0.978 8.498 -2.219 0.35
H 1.032 6.685 -3.905 0.34
H 0.996 4.307 -3.180 0.40
O -1.636 1.519 0.866 -0.78
S -2.220 0.226 0.414 0.98
C -2.406 -0.801 1.867 0.83
C -2.370 -0.211 3.113 -0.64
C -2.514 -1.011 4.239 -0.89
C -2.686 -2.381 4.107 -0.48
C -2.688 -2.965 2.846 -0.97
C -2.535 -2.169 1.718 0.01
C -3.982 0.610 0.203 -0.09
C -4.902 -0.377 -0.116 -0.08
C -6.218 -0.031 -0.394 -0.89
C -6.609 1.301 -0.372 -0.39
C -5.684 2.282 -0.056 -0.66
C -4.363 1.938 0.233 -0.39
H -2.184 0.858 3.188 0.48
H -2.466 -0.565 5.224 0.39
H -2.790 -3.000 4.988 0.37
H -2.779 -4.040 2.743 0.40
H -2.495 -2.611 0.724 0.50
H -4.590 -1.419 -0.135 0.46
H -6.939 -0.802 -0.640 0.39
H -7.634 1.570 -0.595 0.36
H -5.983 3.324 -0.055 0.38
H -3.615 2.681 0.488 0.42
C 0.613 -0.866 0.705 -0.84
Ge 0.814 -1.656 -1.028 1.83
C 2.614 -1.395 -1.814 0.06
C 3.660 -1.961 -1.078 -0.12
C 4.989 -1.768 -1.432 -0.69
C 5.310 -0.979 -2.531 -0.45
C 4.291 -0.389 -3.264 -0.84
C 2.959 -0.595 -2.907 -0.30
C -0.672 -1.344 -2.319 0.18
C -1.940 -1.830 -1.984 0.55
C -3.063 -1.567 -2.764 -0.44
C -2.945 -0.797 -3.915 -0.65
C -1.692 -0.318 -4.282 -0.86
C -0.576 -0.591 -3.495 0.00
C 0.708 -3.644 -0.845 -0.37
C -0.297 -4.219 -0.056 0.11
C -0.433 -5.599 0.070 -0.69
C 0.455 -6.448 -0.581 -0.49
C 1.480 -5.902 -1.347 -0.64
C 1.599 -4.520 -1.478 -0.45
H 0.731 -1.588 1.522 0.44
H 3.429 -2.543 -0.191 0.44
H 5.776 -2.202 -0.828 0.35
H 6.346 -0.800 -2.792 0.33
H 4.529 0.249 -4.109 0.36
H 2.192 -0.091 -3.480 0.19
H -2.058 -2.427 -1.084 -0.24
H -4.033 -1.951 -2.464 0.39
H -3.817 -0.570 -4.519 0.35
H -1.585 0.283 -5.179 0.38
H 0.379 -0.181 -3.796 0.06
H -0.973 -3.568 0.497 -0.02
H -1.227 -6.011 0.683 0.40
H 0.353 -7.524 -0.489 0.35
H 2.192 -6.554 -1.840 0.38
H 2.403 -4.113 -2.085 0.29
```

Summary:
energy relative to the best compared isomer or geometry (same formula, charge and spin) = 1.8792 eV
total charge = -2
LUMO (spin up / spin down) = 4.1 / 4.1 eV
HOMO level (spin up / spin down) = -0.23 / 0.15 eV
electronic energy = -5376.7043 Eh



> electronic energy of number 5 (C43H35GeN2O3RhS3)?

-5376.7043 Eh